1.
11
Properties=species:S:1:pos:R:3:forces:R:3 method="wB97M-V/def2-TZVPD" e_above_lowest_kj_mol=426.9 lumo_ha=0.025 energy_ev=-7299.2539 mol_weight_g_mol=74.08
C -1.307122 -0.179879 0.200149 -0.110 0.190 0.426
C 1.086860 0.997691 1.148563 0.626 0.158 0.069
O 1.103127 1.055533 -0.149627 -0.033 0.123 0.370
C 0.744822 -0.116057 -0.905340 0.082 -0.313 -0.176
O -0.624259 -0.128187 -1.038601 0.046 0.027 0.031
H -2.364927 -0.073781 -0.036412 0.081 -0.064 0.086
H -1.126774 -1.138533 0.719442 -0.038 0.338 -0.148
H -1.014723 0.678537 0.866939 -0.294 -0.667 -0.416
H 1.196940 -0.088880 1.449032 -0.312 0.127 -0.210
H 1.179719 -0.012205 -1.895898 -0.011 -0.046 0.022
H 1.126336 -0.994238 -0.358247 -0.037 0.126 -0.053



2.
11
Properties=species:S:1:pos:R:3:forces:R:3 method="wB97M-V/def2-TZVPD" e_above_lowest_kj_mol=132.5 lumo_ha=0.030 energy_ev=-7302.3046 mol_weight_g_mol=74.08 smiles="O=CCCO"
O -1.746433 -0.058773 1.392063 -0.240 0.050 -0.255
C -0.788826 -0.766140 1.220982 0.448 0.226 0.644
C 0.184369 -0.633899 0.080637 -0.812 0.593 0.134
C -0.029736 0.716273 -0.647300 0.930 -1.330 0.828
O 1.023315 0.930200 -1.546372 0.178 -0.052 -1.368
H -0.530551 -1.498016 2.009664 -0.019 -0.314 -0.150
H 1.195971 -0.731251 0.477009 0.046 -0.134 -0.143
H -0.049299 -1.450092 -0.600558 0.399 -0.255 -0.140
H -0.930494 0.579401 -1.229074 -0.284 0.629 -0.068
H -0.115843 1.463570 0.132016 -0.253 0.516 -0.207
H 1.787529 1.448723 -1.289065 -0.394 0.070 0.725



3.
11
Properties=species:S:1:pos:R:3:forces:R:3 method="wB97M-V/def2-TZVPD" e_above_lowest_kj_mol=255.1 lumo_ha=0.034 energy_ev=-7301.0339 mol_weight_g_mol=74.08 smiles="C=CO.C=O"
O -2.147522 6.978057 -1.847080 0.047 -0.031 -0.262
C -1.669312 5.978504 -1.402328 0.220 -0.720 0.766
H -1.303963 5.104203 -1.989307 -0.177 0.461 -0.336
H -1.555142 5.803335 -0.306382 -0.090 0.289 -0.169
C 1.702043 -2.956018 0.665702 0.969 0.299 -0.488
C 0.749649 -3.845356 0.464998 -1.028 0.860 0.868
O -0.480624 -3.714802 1.118607 0.276 -0.985 -1.309
H 2.576600 -2.871080 0.034097 0.133 -0.651 0.051
H 1.688481 -2.174144 1.414403 -0.615 -0.005 0.023
H 0.762945 -4.699167 -0.189979 0.122 0.132 -0.429
H -0.323152 -3.603530 2.037272 0.142 0.351 1.284



4.
11
Properties=species:S:1:pos:R:3:forces:R:3 method="wB97M-V/def2-TZVPD" e_above_lowest_kj_mol=384.5 lumo_ha=0.028 energy_ev=-7299.6927 mol_weight_g_mol=74.08 smiles=O[C@@H]1C[C@@H]1O
C -0.413939 -0.415107 0.337675 -4.708 -1.335 3.485
C 0.614895 -0.886423 -0.504231 0.447 5.890 -4.635
C 0.783399 0.335205 0.397956 0.838 -0.045 4.225
H -2.181751 0.011328 -0.762560 2.038 0.628 2.410
H -0.428029 -1.062578 1.255910 -1.305 0.517 -0.954
H 1.031814 -1.746247 -0.232429 1.904 -3.502 0.033
H 0.696199 -0.195127 -1.472237 0.023 -2.931 1.229
H 1.313002 0.352399 1.467369 -0.740 0.031 -2.736
H -0.342778 1.717191 -0.360739 -2.170 -0.241 0.088
O -1.613003 0.372162 0.032113 -0.636 -2.176 -1.906
O 0.540189 1.517192 -0.158823 4.310 3.164 -1.239



5.
11
Properties=species:S:1:pos:R:3:forces:R:3 method="wB97M-V/def2-TZVPD" e_above_lowest_kj_mol=675.6 lumo_ha="-0.011 / -0.011" energy_ev=-7296.6763 mol_weight_g_mol=74.08
C -0.168785 -1.241074 0.795457 -0.610 2.508 -0.224
C 0.818241 -0.485437 1.200138 1.403 -0.981 -0.100
C -0.532871 0.477791 -2.306315 -1.163 -0.477 -0.828
O -0.893251 2.069236 -3.785234 -0.070 0.149 -0.072
O -0.396535 1.667173 -2.594397 0.677 1.230 0.191
H -0.109831 -2.196378 0.486698 0.714 -3.230 -0.969
H -1.088977 -0.784139 0.513686 -1.042 0.286 0.730
H 1.860196 -0.769310 1.180870 0.039 -0.596 0.379
H -0.157045 0.180184 -1.323677 -0.115 -0.228 -0.508
H -1.142770 0.009834 -3.123495 0.701 -0.635 1.132
H 0.684480 0.473854 1.564404 -0.534 1.974 0.269



6.
12
Properties=species:S:1:pos:R:3:forces:R:3 method="wB97M-V/def2-TZVPD" e_above_lowest_kj_mol=157.0 lumo_ha=0.028 energy_ev=-18137.3199 mol_weight_g_mol=106.15 smiles="COCSC=O"
C 1.358662 0.711530 -0.333337 0.523 0.857 -0.669
C 0.332569 -1.116134 0.500006 0.084 0.901 1.615
C -2.036348 0.238530 -0.299015 -0.087 -0.163 0.973
H 2.079602 1.013612 -1.069689 0.283 0.289 -0.449
H 1.724864 1.041311 0.622655 -0.057 0.535 0.613
H 0.384744 1.154166 -0.562631 0.244 -0.138 0.080
H 0.613873 -2.065823 1.000100 -0.304 0.491 -0.525
H 0.139275 -0.316556 1.292517 0.284 -1.129 -0.665
H -2.991128 0.124404 -0.816188 -0.337 0.335 -0.316
O 1.368498 -0.679135 -0.334218 -1.074 -1.331 0.260
O -1.677716 1.228150 0.276712 -0.027 0.258 -0.269
S -1.296895 -1.334058 -0.276913 0.470 -0.906 -0.647



7.
12
Properties=species:S:1:pos:R:3:forces:R:3 method="wB97M-V/def2-TZVPD" e_above_lowest_kj_mol=466.9 lumo_ha=0.020 energy_ev=-18134.1087 mol_weight_g_mol=106.15 smiles=COSO.C#C
C -0.078904 -3.568994 -1.606310 -4.101 -2.061 2.367
C 0.715237 -2.760788 -1.920546 3.232 1.656 -1.859
C -0.209970 2.285972 1.807908 1.787 1.482 1.290
O 1.892463 3.068994 -0.507018 0.873 -0.697 -1.687
O -0.080365 1.747121 0.526074 -0.213 -0.793 -0.904
S 1.390624 1.511285 -0.051217 0.875 0.385 -0.215
H -0.969741 -4.040787 -1.102273 1.724 0.508 -1.118
H 2.305317 3.019718 -1.441461 -1.362 0.016 2.065
H 1.569113 -2.276210 -2.396906 -0.857 -0.094 0.617
H -0.435700 3.312495 1.650076 -0.623 1.065 0.087
H 0.759958 2.364731 2.396585 -0.955 -0.815 -0.742
H -0.992245 1.838980 2.383610 -0.381 -0.654 0.099



8.
13
Properties=species:S:1:pos:R:3:forces:R:3 method="wB97M-V/def2-TZVPD" e_above_lowest_kj_mol=112.4 lumo_ha="0.103 / 0.102" energy_ev=-28972.6777 mol_weight_g_mol=138.21 spin_multiplicity=2 s2=0.753 charge=-1
C -0.154438 -0.717172 -0.483643 -0.433 1.047 2.725
C 0.088989 -1.555333 0.777774 2.455 -0.935 -1.921
O 0.356371 -0.805527 1.877378 -1.084 -0.289 0.405
O 0.383576 -2.735942 0.669655 -1.173 0.926 1.095
C -0.713343 0.634104 -0.101763 -2.474 2.180 -2.655
S -0.728476 1.798723 -1.695048 -2.729 -1.296 1.723
S 1.284245 2.295926 -1.873559 2.990 0.196 -0.003
H -0.969466 -1.177748 -1.012742 0.463 -0.567 -0.935
H 0.834229 -0.579454 -0.941975 -0.407 -0.414 -0.430
H 0.211319 -1.335218 2.675530 0.468 -0.173 -0.183
H -1.849638 0.664173 -0.059974 1.302 -0.631 0.404
H -0.383641 1.234782 0.738226 0.686 -0.337 -0.102
H 1.640272 2.278689 -0.569854 -0.064 0.293 -0.122



9.
13
Properties=species:S:1:pos:R:3:forces:R:3 method="wB97M-V/def2-TZVPD" e_above_lowest_kj_mol=448.4 lumo_ha=0.011 energy_ev=-28969.6456 mol_weight_g_mol=138.21
C 0.145661 1.242180 -0.412983 -0.021 -3.518 3.091
C -0.923296 -1.238633 0.708775 -2.959 0.072 -1.651
C -0.526385 0.105752 1.225757 1.397 1.446 -2.618
O 1.197767 0.482495 -2.893939 -0.836 0.695 -1.066
O 1.767211 -0.848259 -0.962862 -0.717 -0.281 0.320
S 1.821968 1.938261 -0.361935 0.732 0.632 0.030
S 1.190157 0.361339 -1.483229 1.682 -0.238 1.119
H -0.559878 1.927199 -0.748489 -1.473 0.768 -0.738
H -0.859491 -2.008331 1.451187 0.286 -0.387 0.446
H -0.287748 -1.446771 -0.118817 0.770 -0.785 -0.300
H -1.997053 -1.372678 0.215637 1.944 0.836 1.280
H 0.297205 0.012012 1.953496 -0.254 0.636 -0.603
H -1.266119 0.845434 1.427403 -0.552 0.123 0.689



10.
12
Properties=species:S:1:pos:R:3:forces:R:3 method="wB97M-V/def2-TZVPD" e_above_lowest_kj_mol=131.5 lumo_ha=0.027 energy_ev=-15180.1047 mol_weight_g_mol=102.16 smiles="C[SiH]1OC=CO1"
C 0.198679 -1.742002 -0.523385 -0.082 0.567 -1.944
C -0.761982 -1.755428 0.388800 -0.891 -1.768 3.058
C -0.095319 1.904250 -0.320217 0.706 1.028 -2.065
O 1.085834 -0.634815 -0.538586 -0.001 0.140 1.167
O -0.720769 -0.885466 1.437418 2.300 2.792 -1.929
Si 0.689304 0.497787 0.614443 -1.756 -1.734 1.198
H 0.175492 -2.217569 -1.501437 0.162 -0.387 0.557
H -1.454063 -2.638051 0.693862 1.100 1.524 -1.465
H -0.035551 1.577583 -1.402585 -0.263 -0.186 1.052
H -1.169749 2.008267 -0.124328 0.342 0.302 0.189
H 0.451208 2.916101 -0.471731 -0.949 -1.514 1.184
H 1.636916 0.969342 1.747745 -0.667 -0.765 -1.002